(1)
H25O13 | ωB97M-V with the def2-TZVPD basis set

Geometry as ORCA input:
```
! wB97M-V def2-TZVPD RIJCOSX def2/J DEFGRID3
* xyz -1 1
O 1.0295 1.8534 -3.4353
H -0.2289 1.9067 1.1750
H 1.8662 0.8410 -0.7233
O -3.5377 -0.3826 -1.9551
H -3.1514 0.4357 -2.4555
H 0.0585 -0.9946 3.4816
O 1.5554 1.5517 -0.0935
H 0.9937 0.7726 0.3881
O -2.9840 -0.8470 2.3893
H -3.0570 -0.2311 1.7306
H -3.7350 -1.4791 2.3929
O -0.8816 -1.4849 -4.0753
H 1.3860 2.2589 -2.5852
H -0.9198 -0.4761 -3.9832
O 3.5743 -1.0437 2.5429
H 3.8834 -0.1269 2.0847
H 2.7131 -0.7519 2.3105
O 0.5861 -0.4138 3.9930
H 2.6058 -2.1632 -0.3478
H -2.2433 2.4109 0.0467
O -1.0874 1.5023 1.1759
H 0.0928 -1.6376 -4.3934
H 0.7491 0.2160 3.2091
O -2.9150 2.9837 -0.3201
H -2.8922 -0.8790 -2.2569
H -0.9164 0.2310 -0.3625
O 2.2466 -2.4834 1.2165
H 3.1325 -2.4568 1.4072
H 2.1136 -1.5833 1.0688
O -0.1510 -0.5788 1.8161
H -0.7594 -1.1997 2.0407
H -2.6086 3.9090 -0.1392
O -0.8235 0.6454 -1.2486
H 2.5241 -1.7240 -1.9823
H -0.8398 0.4049 1.6598
O 2.8063 -1.4499 -1.2472
H -0.9758 1.5110 -1.3022
H 0.7911 0.9531 -3.2227
*
```

For the LUMO energy, the calculation gives 2.523 eV. The calculation puts the energy above the lowest of the compared OMol25 structures with the same formula, charge and spin at 160.54 kcal/mol. The HOMO-LUMO gap comes out at 8.41 eV. The value obtained for the energy is -992.98190 a.u.

---

(2)
H26O13 | ωB97M-V with the def2-TZVPD basis set

Geometry as ORCA input:
```
! wB97M-V def2-TZVPD RIJCOSX def2/J DEFGRID3
* xyz 0 1
O 0.1168 2.6416 -3.4613
H 0.4211 2.1030 -4.1664
H -0.3343 2.1138 -2.8613
O 0.0621 -1.8456 2.7651
H 0.2523 -1.1103 3.3645
H -0.5855 -2.2933 3.2739
O 0.4621 -0.1972 -0.0856
H -0.1425 0.3133 -0.5993
H 0.1878 0.2027 0.7631
O -2.4477 -0.5607 1.3160
H -2.7929 0.2727 1.0447
H -2.1317 -1.0485 0.5426
O 3.0532 0.1255 2.1640
H 3.5752 -0.0452 2.9258
H 2.1361 0.1402 2.5188
O 1.2598 -0.4060 -3.0839
H 1.6763 0.1874 -3.6756
H 1.8379 -1.2236 -3.0963
O -1.2229 1.5553 -1.4943
H -0.7901 2.3126 -1.0780
H -1.8564 1.9344 -2.0955
O 2.6601 1.4543 -0.9626
H 1.9054 0.9498 -0.5938
H 2.3108 1.8063 -1.7841
O -1.8504 0.2585 3.8282
H -1.3054 0.4285 3.0363
H -2.4025 -0.4869 3.5570
O 1.7615 -2.5375 0.4128
H 2.0784 -2.7737 1.2776
H 1.2891 -1.7749 0.6012
O -0.0390 1.4115 1.9951
H 0.5955 2.0820 2.0873
H -0.9099 1.8630 1.7696
O -1.5694 -2.1770 -0.6448
H -1.6497 -2.9690 -0.1242
H -0.6243 -1.9468 -0.6069
O -1.8967 -0.3950 -3.2261
H -0.9821 -0.5698 -3.0741
H -2.1080 0.2043 -2.5299
*
```

For the LUMO energy, the calculation gives -0.527 eV. The calculation puts the energy above the lowest of the compared OMol25 structures with the same formula, charge and spin at 65.99 kcal/mol. The HOMO-LUMO gap comes out at 10.07 eV. The value obtained for the energy is -993.66808 a.u.

---

(3)
H26O13 | ωB97M-V with the def2-TZVPD basis set

Geometry as ORCA input:
```
! wB97M-V def2-TZVPD RIJCOSX def2/J DEFGRID3
* xyz 0 1
O 1.7083 0.9374 -1.1630
H 2.5946 1.2287 -1.4257
H 1.3181 1.5447 -0.5541
O -2.6214 -2.0429 -0.2222
H -3.1375 -1.5932 -0.8610
H -1.7622 -1.7559 -0.3507
O -1.6017 1.3486 1.1036
H -1.2098 1.5597 1.9470
H -2.5380 1.1012 1.2863
O -2.5237 -1.4663 2.6069
H -2.6580 -1.2114 1.6943
H -2.4638 -2.3807 2.5418
O 1.6887 -0.9766 -3.5803
H 2.1889 -0.1853 -3.8024
H 2.0499 -1.1956 -2.7918
O -0.4053 0.2843 3.9320
H -0.6150 -0.6718 3.9005
H 0.1082 0.3891 3.1039
O 0.1948 -3.6349 0.7449
H -0.2620 -4.1940 0.1494
H 0.3278 -2.8045 0.3347
O 0.6259 2.8766 0.3078
H 1.1133 3.6883 0.4650
H 0.7069 2.3745 1.1333
O -0.2531 1.5824 -3.0687
H 0.1109 1.7057 -3.9080
H 0.4290 1.3293 -2.4843
O 1.3107 0.8769 1.9775
H 1.5618 -0.0311 1.8897
H 1.9715 1.3832 2.3977
O -2.0552 3.1085 -0.9369
H -1.7050 2.4137 -0.3492
H -1.8831 2.7914 -1.8264
O 2.3528 -2.4177 -1.4860
H 2.7903 -1.6829 -1.0285
H 3.0409 -3.0750 -1.3594
O -0.2810 -0.7816 -0.1508
H -0.5751 -0.1462 0.4924
H 0.3574 -0.2768 -0.6593
*
```

For the LUMO energy, the calculation gives -0.597 eV. The calculation puts the energy above the lowest of the compared OMol25 structures with the same formula, charge and spin at 56.87 kcal/mol. The HOMO-LUMO gap comes out at 9.48 eV. The value obtained for the energy is -993.68260 a.u.

---

(4)
H26O13 | ωB97M-V with the def2-TZVPD basis set

Geometry as ORCA input:
```
! wB97M-V def2-TZVPD RIJCOSX def2/J DEFGRID3
* xyz 0 1
H 0.9650 -0.9479 1.2569
H -0.0526 0.1409 0.9582
H 3.6621 -0.0136 1.2034
H 4.6748 0.2426 0.0995
H -3.0541 1.2921 -2.7443
H -2.1444 0.0786 -2.8441
H -2.2037 -3.8235 3.5184
H -2.1164 -2.7328 2.4636
H 2.2448 -2.1617 -0.7502
H 1.8064 -0.8366 -1.3519
H -1.2949 1.4246 -0.7335
H -0.3092 1.1534 -1.8582
H 2.4493 1.6725 -0.7411
H 2.6222 1.1643 0.6808
H 0.6039 -4.5203 0.7130
H 0.3101 -4.9489 2.1413
H -2.1848 3.2867 -1.3641
H -2.5939 4.0475 -2.6146
H 0.0070 2.6697 1.4512
H 1.4343 2.2137 1.7061
H -2.7686 -3.5166 -1.3466
H -2.7590 -3.4119 0.1697
H 1.2966 4.0334 -0.3478
H 0.5057 5.3160 -0.1488
H -3.0518 -0.9290 0.7755
H -1.8376 -1.7476 0.3683
O 0.8223 -0.1724 0.7025
O 4.5522 0.3238 1.0520
O -2.8775 0.4388 -2.3324
O -2.2029 -2.8653 3.4144
O 2.3758 -1.5960 -1.5196
O -0.6729 0.7625 -1.0558
O 3.1197 1.3683 -0.1191
O 0.7687 -4.2729 1.6299
O -1.9766 3.3771 -2.3008
O 0.8830 3.0037 1.6749
O -2.2105 -3.2520 -0.6066
O 0.6636 4.6119 -0.7878
O -2.7713 -1.6207 0.1657
*
```

For the LUMO energy, the calculation gives -0.356 eV. The calculation puts the energy above the lowest of the compared OMol25 structures with the same formula, charge and spin at 143.81 kcal/mol. The HOMO-LUMO gap comes out at 9.72 eV. The value obtained for the energy is -993.54405 a.u.

---

(5)
H26O13 | ωB97M-V with the def2-TZVPD basis set

Geometry as ORCA input:
```
! wB97M-V def2-TZVPD RIJCOSX def2/J DEFGRID3
* xyz 0 1
O -16.6900 -7.0250 6.4960
H -16.4420 -6.1210 6.7290
H -17.6320 -7.1390 6.6850
O -14.5660 -7.4660 4.5930
H -14.8390 -7.0680 3.7760
H -15.1580 -7.1560 5.2880
O -13.7630 -4.7810 2.3200
H -13.1470 -5.5410 2.2130
H -13.7540 -4.4510 1.4430
O -13.0340 -8.4580 7.4010
H -12.9610 -7.6080 7.0240
H -13.8980 -8.5840 7.8030
O -14.9620 -8.0320 0.2470
H -15.3110 -7.4220 0.8870
H -15.6390 -8.6780 0.1960
O -12.2850 -6.8030 1.5830
H -12.6520 -7.6120 1.9700
H -12.5750 -6.8690 0.6520
O -16.0010 -6.7020 2.4100
H -16.2010 -5.9940 1.7680
H -16.8680 -7.1390 2.5050
O -15.5010 -8.2600 8.7660
H -15.9750 -8.0320 7.9770
H -15.9930 -8.8690 9.3210
O -11.7520 -7.2850 4.7430
H -11.8230 -8.2360 4.9230
H -12.6440 -7.0240 4.5890
O -18.0790 -5.7380 4.2710
H -17.3110 -5.3750 3.8240
H -17.6690 -5.9660 5.1020
O -15.2360 -10.6770 3.0410
H -15.0920 -11.0300 2.2000
H -14.7180 -9.9040 3.2760
O -13.3000 -9.1280 2.1290
H -14.0280 -8.9060 1.5480
H -12.6270 -9.6650 1.7050
O -16.4790 -9.8740 6.2340
H -16.4170 -8.9350 6.1740
H -16.6960 -10.1260 7.1080
*
```

For the LUMO energy, the calculation gives -0.479 eV. The calculation puts the energy above the lowest of the compared OMol25 structures with the same formula, charge and spin at 62.97 kcal/mol. The HOMO-LUMO gap comes out at 9.76 eV. The value obtained for the energy is -993.67289 a.u.

---

(6)
H26O13 | ωB97M-V with the def2-TZVPD basis set

Geometry as ORCA input:
```
! wB97M-V def2-TZVPD RIJCOSX def2/J DEFGRID3
* xyz 0 1
H 1.4665 0.5735 -0.4289
H 0.5543 0.8831 0.7467
H 0.9520 -4.2057 1.8581
H 1.0142 -3.1444 0.7719
H -4.7427 0.6114 -1.0253
H -3.2406 0.4511 -0.8580
H -0.5433 4.5226 -0.8381
H -0.9250 5.0473 -2.2125
H 4.6475 -2.1032 -0.9573
H 5.3537 -2.8717 0.1476
H 4.1081 0.0029 0.6928
H 3.5844 1.3980 0.9917
H 0.4709 -0.2624 4.4616
H 1.5195 0.6802 5.0290
H -3.4938 2.7736 0.4506
H -4.0277 2.4655 -0.9386
H 1.6725 -0.3852 0.9253
H 0.8179 -1.6129 1.1945
H -1.2757 -1.1501 2.6083
H -2.6694 -1.0674 3.2092
H 1.0767 -0.9945 -1.6697
H -0.1171 -1.7904 -2.1711
H -1.7787 1.3028 -3.0915
H -0.7391 1.8927 -2.1528
H -1.8664 -2.0906 -4.3769
H -0.8596 -1.3372 -3.5231
O 0.6151 0.9695 -0.2113
O 0.4952 -3.4206 1.5357
O -3.9092 0.7258 -1.4956
O -0.5490 4.2778 -1.7703
O 4.6487 -2.2317 -0.0020
O 4.2363 0.9290 0.4587
O 0.5661 0.5655 4.9459
O -3.6604 2.0422 -0.1545
O 1.6328 -1.1787 1.4708
O -1.7705 -1.3512 3.4106
O 0.5202 -1.7499 -1.4492
O -1.1482 2.0277 -3.0150
O -1.7971 -1.5539 -3.5794
*
```

For the LUMO energy, the calculation gives -0.050 eV. The calculation puts the energy above the lowest of the compared OMol25 structures with the same formula, charge and spin at 126.28 kcal/mol. The HOMO-LUMO gap comes out at 9.67 eV. The value obtained for the energy is -993.57200 a.u.

---

no.,HOMO energy (hartree)
1,-0.216
2,-0.389
3,-0.370
4,-0.370
5,-0.376
6,-0.357